The following is a DFT calculation (ωB97M-V/def2-TZVPD) of a single C4H6N2O molecule.

**E_tot**: -340.766895 Ha
**HOMO**: -8.0 eV
**SMILES**: Cc1ncc(O)[nH]1
**Energy relative to the best compared isomer or geometry (same formula, charge and spin)**: 0.7623 eV
**E_LUMO**: 0.026 Eh
**Strongest force on any atom**: 0.47 eV/Å
**Frontier orbital gap**: 8.753 eV

Geometry as ORCA input:
```
! RIJCOSX wB97M-V def2-TZVPD def2/J DEFGRID3
* xyz 0 1
C 2.149 -0.217 0.134
C 0.720 0.043 -0.207
N 0.151 -0.214 -1.353
C -1.204 -0.030 -1.156
C -1.436 0.284 0.147
O -2.558 0.269 0.904
N -0.207 0.394 0.747
H 2.527 -0.939 -0.592
H 2.230 -0.664 1.132
H 2.774 0.679 0.100
H -1.939 -0.191 -1.933
H -3.229 -0.185 0.377
H -0.011 0.828 1.638
*
```

Here are the Mulliken charges for atoms 1 to 8, given in e:
1. C -0.98
2. C 0.45
3. N -0.61
4. C -0.42
5. C 0.39
6. O -0.52
7. N -0.09
8. H 0.28

***

The following is a DFT calculation (ωB97M-V/def2-TZVPD) of 2 unconnected molecules or ions with the total composition C9H14N4 at a distorted geometry.

**E_tot**: -569.628471 Ha
**HOMO**: -16.6 eV
**Energy relative to the best compared isomer or geometry (same formula, charge and spin)**: 2.6977 eV
**E_LUMO**: -0.319 Eh
**Strongest force on any atom**: 3.88 eV/Å
**Frontier orbital gap**: 7.879 eV

Geometry as ORCA input:
```
! RIJCOSX wB97M-V def2-TZVPD def2/J DEFGRID3
* xyz 2 1
C -5.370 -0.051 -0.037
C -4.784 0.848 0.816
C -4.625 -0.903 -0.872
C -3.418 1.016 0.855
C -3.263 -0.904 -0.720
C -2.596 0.054 0.157
C 3.957 -0.338 0.451
C 4.073 -1.649 -0.284
C -1.250 0.063 0.162
N 2.348 1.241 -0.430
N 3.022 1.981 -1.309
N 4.710 -0.117 1.474
N 2.889 0.350 0.195
H -6.418 -0.141 -0.125
H -5.365 1.359 1.548
H -5.108 -1.563 -1.540
H -3.081 1.917 1.326
H -2.818 -1.832 -1.064
H 2.973 -2.125 -0.206
H 4.879 -2.390 0.062
H 4.185 -1.528 -1.320
H -0.805 0.646 0.959
H -0.714 -0.408 -0.651
H 3.957 1.727 -1.569
H 2.437 2.678 -1.614
H 5.516 -0.730 1.802
H 4.669 0.798 1.934
*
```

Here are the Mulliken charges for atoms 1 to 8, given in e:
1. C -0.15
2. C -0.60
3. C -0.64
4. C -0.27
5. C -0.22
6. C 0.68
7. C 0.63
8. C -0.98

***

The following is a DFT calculation (ωB97M-V/def2-TZVPD) of a single C20H25N3O5 molecule.

**E_tot**: -1317.598226 Ha
**HOMO**: -8.2 eV
**SMILES**: COc1cc(C(=O)Nc2cnc(NC(=O)C(C)C)cc2C)cc(OC)c1OC
**Energy relative to the best compared isomer or geometry (same formula, charge and spin)**: 3.0617 eV
**E_LUMO**: 0.025 Eh
**Strongest force on any atom**: 0.67 eV/Å
**Frontier orbital gap**: 8.916 eV

Geometry as ORCA input:
```
! RIJCOSX wB97M-V def2-TZVPD def2/J DEFGRID3
* xyz 0 1
C 1.697 1.492 -5.596
H 1.787 0.401 -5.577
H 2.544 1.912 -6.136
H 0.768 1.773 -6.101
O 1.770 2.040 -4.301
C 0.771 1.752 -3.411
C -0.245 0.849 -3.686
C -1.222 0.548 -2.744
C -1.206 1.194 -1.517
C -0.198 2.096 -1.220
C 0.805 2.397 -2.158
O 1.747 3.292 -1.746
C 2.449 4.081 -2.683
H 1.775 4.515 -3.424
H 3.227 3.509 -3.191
H 2.905 4.878 -2.096
O -0.246 2.720 0.004
C 0.820 2.419 0.886
H 1.785 2.703 0.465
H 0.628 2.998 1.788
H 0.829 1.351 1.133
H -1.976 1.041 -0.779
C -2.256 -0.454 -3.113
O -2.735 -0.531 -4.228
N -2.660 -1.313 -2.131
C -2.159 -1.450 -0.826
C -3.037 -1.381 0.253
N -2.658 -1.435 1.513
C -1.359 -1.567 1.773
C -0.407 -1.732 0.772
C -0.802 -1.687 -0.556
C 0.209 -1.915 -1.634
H 0.892 -2.706 -1.332
H 0.793 -1.012 -1.802
H -0.270 -2.192 -2.569
H 0.624 -1.898 1.033
N -1.066 -1.548 3.130
C 0.153 -1.595 3.748
O 1.205 -1.674 3.156
C 0.039 -1.576 5.269
C -0.335 -2.987 5.735
H -1.276 -3.312 5.296
H 0.442 -3.691 5.444
H -0.432 -3.009 6.818
C 1.359 -1.129 5.888
H 2.163 -1.772 5.543
H 1.305 -1.177 6.972
H 1.590 -0.109 5.591
H -0.756 -0.880 5.557
H -1.897 -1.452 3.700
H -4.101 -1.263 0.088
H -3.485 -1.853 -2.362
H -0.295 0.341 -4.635
*
```

Here are the Mulliken charges for atoms 1 to 8, given in e:
1. C -0.96
2. H 0.35
3. H 0.26
4. H 0.39
5. O -0.44
6. C 1.01
7. C -0.53
8. C -0.74

***

The following is a DFT calculation (ωB97M-V/def2-TZVPD) of a molecular structure, C23H40BN6OS4V at a distorted geometry.

**⟨S²⟩**: 2.031
**E_tot**: -3865.486553 Ha
**HOMO (spin up / spin down)**: -13.7 / -13.8 eV
**Energy relative to the best compared isomer or geometry (same formula, charge and spin)**: 0.4019 eV
**E_LUMO (spin up / spin down)**: -0.232 / -0.211 Eh
**Strongest force on any atom**: 1.18 eV/Å
**Frontier orbital gap (spin up / spin down)**: 7.393 / 8.095 eV

Geometry as ORCA input:
```
! RIJCOSX wB97M-V def2-TZVPD def2/J DEFGRID3
* xyz 2 3
V 0.307 0.432 -0.165
C -0.129 -5.185 0.418
C 0.580 -4.629 -0.820
C 1.915 -3.967 -0.467
C 0.865 -5.764 -1.800
N -0.367 -3.663 -1.484
C -1.027 -3.950 -2.658
C -1.880 -2.937 -2.910
N -1.763 -2.020 -1.896
B -2.695 -0.781 -1.838
N -3.170 -0.518 -0.375
C -4.181 -1.299 0.132
C -4.472 -0.856 1.372
N -3.637 0.205 1.644
C -2.841 0.389 0.563
S -1.578 1.574 0.399
C -3.678 0.988 2.926
C -4.781 0.414 3.810
C -2.344 0.852 3.667
C -4.005 2.451 2.618
N -2.104 0.500 -2.499
C -2.969 1.479 -2.915
C -2.250 2.432 -3.539
N -0.925 2.046 -3.520
C -0.854 0.863 -2.856
S 0.526 -0.081 -2.379
C 0.083 2.912 -4.230
C 1.521 2.417 -4.149
C -0.330 2.962 -5.702
C 0.006 4.302 -3.592
C -0.835 -2.475 -1.034
S -0.341 -1.623 0.396
H 0.486 -5.955 0.884
H -1.081 -5.635 0.135
H -0.314 -4.401 1.153
H 2.649 -4.747 -0.269
H 1.849 -3.353 0.423
H 2.281 -3.361 -1.298
H 1.589 -6.436 -1.344
H 1.293 -5.393 -2.733
H -0.027 -6.352 -2.014
H -0.854 -4.846 -3.223
H -2.564 -2.799 -3.729
H -3.676 -1.060 -2.458
H -4.621 -2.099 -0.436
H -5.205 -1.217 2.067
H -4.579 -0.621 4.086
H -5.760 0.488 3.335
H -4.819 0.997 4.728
H -2.089 -0.200 3.808
H -2.439 1.315 4.649
H -1.538 1.348 3.136
H -4.962 2.535 2.100
H -3.238 2.922 2.009
H -4.080 3.002 3.555
H -4.029 1.409 -2.742
H -2.586 3.338 -4.007
H 1.641 1.437 -4.604
H 1.877 2.387 -3.123
H 2.143 3.119 -4.705
H -0.245 1.976 -6.159
H 0.329 3.646 -6.236
H -1.353 3.316 -5.829
H 0.165 4.235 -2.514
H -0.952 4.788 -3.776
H 0.783 4.932 -4.022
C 3.110 3.958 0.017
S 2.722 2.244 0.382
C 2.284 2.431 2.122
O 1.367 2.039 -0.320
H 2.278 4.591 0.319
H 3.277 4.035 -1.056
H 4.019 4.228 0.553
H 3.173 2.730 2.678
H 1.942 1.462 2.486
H 1.498 3.179 2.214
*
```

Here are the Mulliken charges for atoms 1 to 8, given in e:
1. V -0.09
2. C -1.49
3. C 1.13
4. C -1.54
5. C -2.09
6. N 0.50
7. C -0.29
8. C -1.25